1.
This record from the Open Molecules 2025 dataset describes a structure of composition C28H40BCsF4NO2. The level of theory is the ωB97M-V functional and the def2-TZVPD basis.

```
77
C28H40BCsF4NO2 (the ωB97M-V functional and the def2-TZVPD basis)
Cs -0.17 -0.63 -0.02
C -3.44 -0.98 -7.20
C -3.83 0.29 -6.43
C -3.85 1.48 -7.39
C -5.24 0.10 -5.87
C -2.81 0.53 -5.32
C -3.11 0.55 -4.01
C -2.09 0.68 -2.99
N -2.31 0.67 -1.69
C -3.48 0.93 -1.07
C -4.52 1.72 -1.63
C -5.65 2.03 -0.94
C -5.77 1.49 0.38
C -4.83 0.76 1.03
C -3.57 0.47 0.32
O -2.62 -0.14 0.85
C -5.09 0.34 2.48
C -5.08 1.61 3.35
C -6.47 -0.32 2.59
C -4.09 -0.64 3.10
C -6.70 2.96 -1.55
C -6.10 4.35 -1.76
C -7.16 2.41 -2.91
C -7.94 3.10 -0.66
C -0.67 0.64 -3.40
O 0.24 0.60 -2.55
C -0.38 0.72 -4.85
C -1.42 0.69 -5.71
C 1.07 0.84 -5.31
C 1.16 0.95 -6.83
C 1.71 2.09 -4.70
C 1.88 -0.41 -4.91
H -4.16 -1.17 -8.01
H -3.43 -1.85 -6.55
H -2.45 -0.89 -7.65
H -4.56 1.29 -8.20
H -2.88 1.67 -7.84
H -4.16 2.39 -6.88
H -5.93 -0.08 -6.70
H -5.59 0.98 -5.33
H -5.30 -0.75 -5.19
H -4.13 0.39 -3.68
H -4.35 2.16 -2.61
H -6.68 1.73 0.93
H -5.83 2.33 3.03
H -4.11 2.11 3.30
H -5.28 1.36 4.39
H -7.28 0.33 2.26
H -6.67 -0.60 3.63
H -6.50 -1.23 1.98
H -3.08 -0.23 3.19
H -4.00 -1.57 2.53
H -4.46 -0.88 4.10
H -5.23 4.31 -2.42
H -5.76 4.79 -0.82
H -6.83 5.02 -2.21
H -6.32 2.34 -3.60
H -7.90 3.07 -3.36
H -7.59 1.42 -2.81
H -7.70 3.54 0.31
H -8.43 2.15 -0.48
H -8.66 3.76 -1.15
H -1.21 0.75 -6.77
H 0.65 1.84 -7.22
H 0.75 0.08 -7.34
H 2.21 1.03 -7.11
H 1.18 2.99 -5.03
H 2.74 2.17 -5.04
H 1.70 2.05 -3.61
H 1.44 -1.31 -5.36
H 1.91 -0.54 -3.83
H 2.90 -0.32 -5.28
F 1.98 -3.36 2.98
B 2.43 -3.06 1.69
F 1.65 -1.96 1.19
F 3.77 -2.67 1.71
F 2.24 -4.14 0.83
```

Properties
LUMO level (spin up / spin down): 1.2 / 1.1 eV
Energy relative to the best compared isomer or geometry (same formula, charge and spin): 0.0 kcal/mol
HOMO (spin up / spin down): -4.70 / -4.58 eV
Electronic energy: -47374.724 eV
Charge: -1
Orbital gap (spin up / spin down): 5.86 / 5.65 eV

Results of the Löwdin charge analysis, in e, for atoms 1 through 6: number 1, Cs, carries 1.442; number 2, C, carries -0.046; number 3, C, carries -0.560; number 4, C, carries -0.048; number 5, C, carries -0.063; number 6, C, carries -0.165

=====

2.
This record from the Open Molecules 2025 dataset describes a cluster of 10 separate species, C37H65F3O23S7 in total at a distorted geometry. The level of theory is the ωB97M-V functional and the def2-TZVPD basis.

```
135
C37H65F3O23S7 (the ωB97M-V functional and the def2-TZVPD basis)
O 16.34 20.67 -0.38
C 16.95 19.83 0.28
O 18.24 19.55 0.10
C 18.57 18.61 1.14
C 17.23 17.99 1.59
F 17.31 18.02 2.90
O 16.32 18.97 1.15
H 19.13 17.74 0.81
H 19.24 19.08 1.87
H 16.94 17.01 1.21
O 14.41 20.96 8.53
C 13.42 20.38 9.05
O 12.96 20.65 10.29
C 12.36 19.46 10.71
C 11.78 18.92 9.40
F 10.58 19.51 9.25
O 12.69 19.41 8.49
H 13.08 18.89 11.29
H 11.54 19.66 11.39
H 11.61 17.85 9.29
O 13.95 4.56 12.40
C 13.02 3.78 12.85
O 11.76 3.77 12.43
C 10.97 2.75 12.99
C 12.11 1.69 13.22
F 12.14 1.14 12.10
O 13.23 2.57 13.48
H 10.58 3.02 13.98
H 10.13 2.47 12.36
H 11.96 0.89 13.95
O 22.20 9.31 4.50
S 22.24 8.79 3.17
O 22.76 7.43 2.92
C 20.68 9.17 2.26
C 20.94 10.62 1.66
C 22.40 10.97 1.54
C 23.32 10.02 2.31
H 19.87 9.03 2.98
H 20.64 8.38 1.52
H 20.42 10.58 0.70
H 20.44 11.38 2.25
H 22.50 11.89 2.13
H 22.75 11.16 0.53
H 24.16 10.47 2.83
H 23.75 9.43 1.50
O 10.05 9.41 -1.26
S 10.94 9.58 -0.16
O 10.45 10.00 1.12
C 12.10 8.03 0.28
C 13.46 8.51 -0.32
C 13.70 10.00 -0.05
C 12.36 10.78 -0.63
H 11.69 7.13 -0.18
H 12.32 8.02 1.34
H 14.30 7.85 -0.09
H 13.29 8.34 -1.38
H 14.58 10.49 -0.44
H 13.73 10.24 1.02
H 12.49 10.70 -1.71
H 12.04 11.78 -0.34
O 20.51 5.41 8.43
S 21.20 4.48 9.24
O 20.56 3.59 10.20
C 22.31 3.50 8.20
C 23.76 3.78 8.64
C 23.77 4.36 10.02
C 22.63 5.40 10.12
H 22.18 4.14 7.33
H 22.05 2.47 7.93
H 24.35 2.90 8.88
H 24.38 4.35 7.96
H 24.71 4.86 10.27
H 23.52 3.61 10.77
H 22.92 6.30 9.59
H 22.22 5.77 11.06
O 15.91 12.48 5.21
S 15.16 12.29 6.40
O 14.06 13.14 6.86
C 14.72 10.48 6.42
C 15.64 9.72 7.41
C 16.81 10.72 7.73
C 16.24 12.12 7.91
H 15.06 10.15 5.44
H 13.66 10.37 6.62
H 15.11 9.40 8.31
H 16.11 8.89 6.89
H 17.53 10.83 6.92
H 17.31 10.35 8.62
H 16.76 13.05 8.10
H 15.60 12.02 8.78
O 23.28 17.48 9.06
S 23.73 17.03 7.76
O 24.30 17.99 6.85
C 24.80 15.53 7.97
C 23.97 14.44 7.28
C 22.47 14.70 7.36
C 22.35 16.18 6.87
H 24.79 15.31 9.04
H 25.81 15.85 7.71
H 24.34 14.41 6.26
H 24.15 13.49 7.78
H 22.05 14.52 8.35
H 22.02 13.94 6.73
H 21.51 16.74 7.26
H 22.41 16.23 5.78
O 15.23 4.08 4.58
S 14.38 3.04 5.19
O 12.93 3.18 5.32
C 14.94 1.68 4.22
C 16.30 1.37 4.92
C 16.07 1.28 6.39
C 15.15 2.46 6.72
H 14.80 1.73 3.14
H 14.25 0.88 4.51
H 16.90 0.55 4.51
H 16.97 2.20 4.72
H 17.00 1.39 6.94
H 15.59 0.36 6.72
H 15.60 3.37 7.12
H 14.35 2.23 7.43
O 18.24 11.76 15.57
S 17.52 10.53 15.22
O 16.66 10.40 14.04
C 18.76 9.07 15.15
C 18.06 7.86 15.85
C 16.69 8.24 16.24
C 16.51 9.76 16.60
H 19.50 9.32 15.90
H 19.16 9.02 14.13
H 17.90 7.00 15.19
H 18.63 7.51 16.71
H 16.52 7.52 17.03
H 16.00 7.98 15.44
H 16.79 10.15 17.58
H 15.45 10.01 16.62
```

Properties
LUMO level: -0.1 eV
HOMO: -9.86 eV
Electronic energy: -170504.483 eV
SMILES: O=C1OC[C@@H](F)O1.O=C1OC[C@@H](F)O1.O=C1OC[C@@H](F)O1.O=S1(=O)CCCC1.O=S1(=O)CCCC1.O=S1(=O)CCCC1.O=S1(=O)CCCC1.O=S1(=O)CCCC1.O=S1(=O)CCCC1.O=S1(=O)CCCC1
Orbital gap: 9.77 eV

Results of the Löwdin charge analysis, in e, for atoms 1 through 6: number 1, O, carries 0.135; number 2, C, carries -0.512; number 3, O, carries 0.091; number 4, C, carries -0.047; number 5, C, carries -0.331; number 6, F, carries 0.094

=====

3.
This record from the Open Molecules 2025 dataset describes a structure of composition C29H52F3INO2P at a distorted geometry. The level of theory is the ωB97M-V functional and the def2-TZVPD basis.

```
89
C29H52F3INO2P (the ωB97M-V functional and the def2-TZVPD basis)
C 8.39 1.66 1.33
C 7.48 0.74 2.15
C 8.19 -0.54 2.60
C 8.44 -1.59 1.49
C 7.50 -1.52 0.29
C 6.10 -2.06 0.64
P 5.00 -2.12 -0.84
C 3.26 -2.28 -0.25
C 2.33 -2.76 -1.38
C 0.88 -2.34 -1.12
C 0.38 -2.85 0.27
C -1.11 -3.26 0.23
C -2.02 -2.14 0.74
C -3.38 -2.63 1.30
C -4.58 -2.05 0.52
C -5.84 -2.06 1.39
C -7.09 -1.47 0.70
C -7.69 -0.33 1.54
C -8.46 0.73 0.75
N -7.75 1.24 -0.42
C -8.44 1.81 -1.44
C -7.54 2.21 -2.38
C -6.28 1.86 -1.89
C -6.42 1.28 -0.68
C 5.17 -0.43 -1.62
I 6.68 -0.47 -3.16
C 3.89 0.13 -2.25
C 3.98 1.68 -2.36
H 9.39 1.70 1.75
H 8.00 2.68 1.41
H 8.45 1.38 0.28
H 6.54 0.54 1.63
H 7.20 1.30 3.04
H 9.15 -0.23 3.01
H 7.66 -0.99 3.43
H 8.36 -2.60 1.90
H 9.46 -1.48 1.13
H 7.89 -2.21 -0.45
H 7.45 -0.54 -0.16
H 5.66 -1.46 1.44
H 6.25 -3.08 0.98
H 3.19 -2.99 0.57
H 2.91 -1.30 0.06
H 2.61 -2.28 -2.32
H 2.41 -3.84 -1.52
H 0.23 -2.70 -1.91
H 0.83 -1.25 -1.11
H 1.01 -3.67 0.60
H 0.52 -2.02 0.96
H -1.23 -4.16 0.84
H -1.38 -3.54 -0.79
H -2.23 -1.49 -0.12
H -1.50 -1.54 1.47
H -3.42 -2.33 2.34
H -3.41 -3.72 1.28
H -4.30 -1.03 0.29
H -4.69 -2.66 -0.38
H -5.59 -1.52 2.31
H -6.04 -3.09 1.70
H -7.82 -2.27 0.67
H -6.89 -1.19 -0.33
H -6.95 0.16 2.18
H -8.40 -0.78 2.22
H -8.69 1.55 1.43
H -9.40 0.30 0.41
H -9.51 1.89 -1.39
H -7.79 2.68 -3.31
H -5.34 2.02 -2.40
H -5.66 0.90 -0.03
H 5.52 0.28 -0.87
H 3.79 -0.32 -3.23
H 3.02 -0.08 -1.64
H 3.44 2.14 -1.54
H 5.03 1.96 -2.35
H 3.56 2.01 -3.31
C -4.06 4.23 0.36
C -3.40 4.74 -0.89
O -1.97 4.84 -0.72
C -1.30 3.70 -0.81
O -1.76 2.62 -1.01
C 0.21 3.97 -0.64
F 0.45 4.77 0.41
F 0.70 4.57 -1.73
F 0.87 2.84 -0.45
H -3.80 4.86 1.22
H -5.15 4.23 0.25
H -3.74 3.22 0.60
H -3.74 5.74 -1.13
H -3.63 4.11 -1.75
```

Properties
LUMO level: 0.6 eV
HOMO: -7.81 eV
Electronic energy: -62043.287 eV
Orbital gap: 8.43 eV

Results of the Löwdin charge analysis, in e, for atoms 1 through 6: number 1, C, carries -0.098; number 2, C, carries -0.267; number 3, C, carries -0.210; number 4, C, carries -0.198; number 5, C, carries -0.314; number 6, C, carries -0.380

=====

- Which value of electronic energy does entry 2 give?
  -170504.483 eV

=====

- What is the electronic energy in the third record?
  -62043.287 eV

=====

What did the first record say?
This record from the Open Molecules 2025 dataset describes a structure of composition C28H40BCsF4NO2. The level of theory is the ωB97M-V functional and the def2-TZVPD basis.

```
77
C28H40BCsF4NO2 (the ωB97M-V functional and the def2-TZVPD basis)
Cs -0.17 -0.63 -0.02
C -3.44 -0.98 -7.20
C -3.83 0.29 -6.43
C -3.85 1.48 -7.39
C -5.24 0.10 -5.87
C -2.81 0.53 -5.32
C -3.11 0.55 -4.01
C -2.09 0.68 -2.99
N -2.31 0.67 -1.69
C -3.48 0.93 -1.07
C -4.52 1.72 -1.63
C -5.65 2.03 -0.94
C -5.77 1.49 0.38
C -4.83 0.76 1.03
C -3.57 0.47 0.32
O -2.62 -0.14 0.85
C -5.09 0.34 2.48
C -5.08 1.61 3.35
C -6.47 -0.32 2.59
C -4.09 -0.64 3.10
C -6.70 2.96 -1.55
C -6.10 4.35 -1.76
C -7.16 2.41 -2.91
C -7.94 3.10 -0.66
C -0.67 0.64 -3.40
O 0.24 0.60 -2.55
C -0.38 0.72 -4.85
C -1.42 0.69 -5.71
C 1.07 0.84 -5.31
C 1.16 0.95 -6.83
C 1.71 2.09 -4.70
C 1.88 -0.41 -4.91
H -4.16 -1.17 -8.01
H -3.43 -1.85 -6.55
H -2.45 -0.89 -7.65
H -4.56 1.29 -8.20
H -2.88 1.67 -7.84
H -4.16 2.39 -6.88
H -5.93 -0.08 -6.70
H -5.59 0.98 -5.33
H -5.30 -0.75 -5.19
H -4.13 0.39 -3.68
H -4.35 2.16 -2.61
H -6.68 1.73 0.93
H -5.83 2.33 3.03
H -4.11 2.11 3.30
H -5.28 1.36 4.39
H -7.28 0.33 2.26
H -6.67 -0.60 3.63
H -6.50 -1.23 1.98
H -3.08 -0.23 3.19
H -4.00 -1.57 2.53
H -4.46 -0.88 4.10
H -5.23 4.31 -2.42
H -5.76 4.79 -0.82
H -6.83 5.02 -2.21
H -6.32 2.34 -3.60
H -7.90 3.07 -3.36
H -7.59 1.42 -2.81
H -7.70 3.54 0.31
H -8.43 2.15 -0.48
H -8.66 3.76 -1.15
H -1.21 0.75 -6.77
H 0.65 1.84 -7.22
H 0.75 0.08 -7.34
H 2.21 1.03 -7.11
H 1.18 2.99 -5.03
H 2.74 2.17 -5.04
H 1.70 2.05 -3.61
H 1.44 -1.31 -5.36
H 1.91 -0.54 -3.83
H 2.90 -0.32 -5.28
F 1.98 -3.36 2.98
B 2.43 -3.06 1.69
F 1.65 -1.96 1.19
F 3.77 -2.67 1.71
F 2.24 -4.14 0.83
```

Properties
LUMO level (spin up / spin down): 1.2 / 1.1 eV
Energy relative to the best compared isomer or geometry (same formula, charge and spin): 0.0 kcal/mol
HOMO (spin up / spin down): -4.70 / -4.58 eV
Electronic energy: -47374.724 eV
Charge: -1
Orbital gap (spin up / spin down): 5.86 / 5.65 eV

Results of the Löwdin charge analysis, in e, for atoms 1 through 6: number 1, Cs, carries 1.442; number 2, C, carries -0.046; number 3, C, carries -0.560; number 4, C, carries -0.048; number 5, C, carries -0.063; number 6, C, carries -0.165

=====

- Among the records above, which one has the highest electronic energy?
  C28H40BCsF4NO2